63
Properties=species:S:1:pos:R:3:forces:R:3 method="wB97M-V/def2-TZVPD" smiles="CCCCOc1ccc([C@H]2C(C(=O)c3cccs3)=C(O)C(=O)N2CCN2CCOCC2)cc1" homo_lumo_gap_ev=8.252 de_lowest_kcal_mol=26.8
C -4.10922 0.25571 4.54969 0.021 -0.096 0.217
C -4.46219 -1.13255 5.06943 -0.082 0.021 -0.228
C -4.59718 -2.17724 3.96059 0.414 0.080 0.075
C -3.28085 -2.49342 3.25310 -0.280 -0.377 0.182
O -3.02153 -1.47513 2.30724 -0.044 0.193 -0.165
C -1.83036 -1.45607 1.66157 0.268 0.053 -0.134
C -1.61718 -0.36143 0.81841 -0.124 -0.089 0.085
C -0.42703 -0.21830 0.14360 -0.078 -0.177 0.124
C 0.58000 -1.16843 0.28231 0.041 -0.278 0.082
C 1.88786 -0.99020 -0.45440 -0.197 -0.193 -0.127
C 1.63523 -0.69536 -1.91476 0.438 0.440 0.075
C 1.00086 -1.71170 -2.76386 0.055 -0.245 -0.052
O 1.14765 -2.90202 -2.54035 0.044 0.263 0.075
C 0.18142 -1.24052 -3.87563 -0.486 0.176 -0.466
C -0.21194 -1.98901 -4.95854 0.241 0.107 0.343
C -1.05110 -1.28580 -5.83578 -0.102 0.091 -0.080
C -1.30938 -0.01976 -5.40064 0.130 0.151 0.389
S -0.51752 0.34277 -3.92949 -0.184 -0.524 -0.374
C 2.13648 0.52206 -2.20009 -0.077 -0.490 -0.049
O 2.20721 1.21849 -3.33622 0.195 0.065 0.193
C 2.78058 1.08289 -0.98146 0.156 0.059 0.074
O 3.36003 2.15631 -0.94355 0.026 0.159 -0.150
N 2.62845 0.17230 -0.00581 0.053 -0.010 -0.135
C 3.19617 0.31238 1.30740 -0.010 0.195 0.360
C 2.16483 0.60262 2.40666 -0.017 -0.027 -0.113
N 1.23501 1.65337 2.04820 0.126 0.028 0.117
C 1.86246 2.95972 1.91285 -0.186 0.219 -0.126
C 0.80947 3.97656 1.47699 0.391 -0.035 -0.043
O -0.25632 4.05305 2.39483 -0.018 0.159 0.094
C -0.85931 2.79081 2.54068 -0.012 -0.361 0.225
C 0.14707 1.74053 3.00783 -0.231 0.188 -0.115
C 0.35816 -2.26802 1.09300 0.078 0.261 -0.238
C -0.83311 -2.41749 1.78453 -0.360 -0.095 0.278
H -4.06314 0.96527 5.37302 0.000 0.121 0.035
H -4.86086 0.59617 3.84183 -0.053 0.094 -0.117
H -3.14760 0.25121 4.04473 0.082 0.069 -0.064
H -5.41172 -1.08016 5.60718 0.040 -0.024 0.085
H -3.69990 -1.46138 5.78034 -0.039 -0.046 0.077
H -4.98046 -3.10411 4.39148 -0.025 -0.041 -0.072
H -5.30880 -1.82768 3.21141 -0.099 -0.087 -0.052
H -3.35607 -3.46203 2.73858 0.099 0.108 0.047
H -2.46472 -2.54970 3.98650 -0.011 -0.009 -0.078
H -2.40977 0.36302 0.71857 -0.105 0.121 -0.015
H -0.26889 0.63797 -0.49381 -0.008 0.134 -0.054
H 2.49504 -1.89707 -0.34142 -0.027 0.094 -0.047
H 0.11385 -3.00330 -5.10178 0.065 -0.183 0.028
H -1.45158 -1.69726 -6.74477 -0.074 -0.035 -0.155
H -1.92419 0.72530 -5.86653 -0.131 0.133 -0.116
H 2.70412 2.03297 -3.13293 -0.027 -0.093 0.068
H 3.72812 -0.60881 1.56903 0.033 0.107 -0.024
H 3.92112 1.12755 1.24182 -0.001 -0.138 0.009
H 1.57462 -0.29937 2.58720 0.064 0.058 0.087
H 2.72220 0.83846 3.33307 -0.049 -0.055 -0.049
H 2.63583 2.91808 1.14670 0.041 0.048 0.034
H 2.31363 3.28660 2.86720 0.000 -0.002 -0.021
H 1.24212 4.97661 1.42284 0.008 -0.074 -0.065
H 0.42729 3.68923 0.48603 0.044 0.041 0.019
H -1.65823 2.91108 3.27472 0.004 -0.073 -0.068
H -1.28717 2.46867 1.58041 -0.024 0.008 0.052
H -0.34794 0.76867 3.06949 -0.011 -0.005 0.040
H 0.51817 2.01740 4.01159 -0.035 -0.042 -0.029
H 1.12149 -3.02612 1.19229 0.104 -0.080 -0.013
H -0.97167 -3.28734 2.40697 -0.054 -0.059 0.069